The following is a DFT calculation (ωB97M-V/def2-TZVPD) of 11 unconnected molecules or ions with the total composition C31H84O13.

Element x y z (Å)
1 C -1.67137 -2.14589 -5.15409
2 C -0.22186 -1.65625 -5.05577
3 C 0.33725 -0.84431 -6.22549
4 O -0.12662 -0.91150 -3.85680
5 H -1.88074 -2.78198 -4.35426
6 H -1.70160 -2.70214 -6.06981
7 H -2.40057 -1.36262 -5.26672
8 H 0.46856 -2.49760 -4.92720
9 H -0.37996 -0.32149 -6.81125
10 H 0.91931 -1.50821 -6.91970
11 H 1.04074 -0.18600 -5.76988
12 H 0.81135 -0.72152 -3.77068
13 C -0.95819 5.19731 -1.08147
14 C 0.09129 4.48609 -0.26893
15 C -0.42503 4.22671 1.17689
16 O 0.54380 3.22638 -0.84435
17 H -1.05469 6.22006 -0.83483
18 H -1.93450 4.80850 -1.01015
19 H -0.68592 5.08056 -2.12054
20 H 0.89300 5.25450 -0.12295
21 H -0.75224 5.14191 1.66250
22 H 0.27961 3.81226 1.83979
23 H -1.29735 3.49400 1.26870
24 H 0.72725 3.34169 -1.77260
25 C -1.90689 3.57613 -4.55921
26 C -2.03385 2.24030 -3.83503
27 C -3.46032 1.78346 -3.38541
28 O -1.51635 1.26007 -4.76803
29 H -0.90158 3.61046 -4.96005
30 H -2.19961 4.50158 -4.01674
31 H -2.57419 3.54386 -5.43877
32 H -1.31763 2.17045 -2.95130
33 H -4.10964 1.70349 -4.27047
34 H -4.03749 2.41375 -2.72355
35 H -3.29647 0.70287 -3.04471
36 H -0.99818 0.64443 -4.20560
37 C -0.07134 -1.94367 5.98061
38 C 1.38317 -1.94231 5.50829
39 C 1.59200 -2.99510 4.43761
40 O 1.75103 -0.59996 5.06251
41 H -0.36246 -3.03117 6.14780
42 H -0.77963 -1.50628 5.20582
43 H -0.31075 -1.45169 6.91160
44 H 2.07310 -2.29773 6.28646
45 H 1.16808 -2.73660 3.47662
46 H 1.05705 -3.85580 4.72011
47 H 2.66676 -3.15217 4.33124
48 H 2.50160 -0.70777 4.47623
49 C 2.35598 1.48078 1.32550
50 C 3.56070 0.75850 1.89867
51 C 3.70729 -0.59295 1.24382
52 O 4.75724 1.47092 1.55127
53 H 2.48507 1.43898 0.22984
54 H 2.38538 2.50427 1.61867
55 H 1.39744 0.97726 1.48845
56 H 3.60871 0.73582 3.04057
57 H 4.69614 -1.02131 1.42485
58 H 3.58220 -0.48158 0.19266
59 H 2.83874 -1.19876 1.46726
60 H 4.47907 2.33880 1.19241
61 C -4.83711 0.50199 1.38908
62 C -4.58807 1.65152 0.31324
63 C -5.78315 2.54815 0.28811
64 O -3.44527 2.48134 0.56837
65 H -5.05903 0.99570 2.33914
66 H -4.03004 -0.13984 1.69171
67 H -5.57749 -0.16144 0.99388
68 H -4.53407 1.13656 -0.61128
69 H -6.60674 2.09456 -0.31099
70 H -5.55647 3.56995 -0.07956
71 H -6.18914 2.64272 1.30562
72 H -2.69885 1.82497 0.61960
73 C 4.91561 0.48061 -3.90509
74 C 3.71923 0.63759 -2.99680
75 C 2.85004 1.78197 -3.48071
76 O 2.92239 -0.55087 -3.00883
77 H 5.52409 -0.40137 -3.72444
78 H 5.50920 1.38174 -3.87545
79 H 4.55681 0.50635 -4.92792
80 H 4.18037 0.74325 -2.00693
81 H 3.39200 2.75194 -3.50476
82 H 1.90426 1.80075 -2.92217
83 H 2.46631 1.57642 -4.42208
84 H 3.47853 -1.29176 -2.63819
85 C -1.75139 -4.11236 1.61603
86 C -1.63419 -3.50559 2.94627
87 C -2.92210 -2.78250 3.38575
88 O -1.29075 -4.59199 3.87789
89 H -2.01416 -3.32630 0.92518
90 H -2.52832 -4.86243 1.67368
91 H -0.81954 -4.60820 1.33134
92 H -0.83675 -2.74615 2.86329
93 H -3.24673 -2.06341 2.59072
94 H -2.69853 -2.22104 4.28580
95 H -3.74045 -3.53521 3.58210
96 H -1.05698 -4.26029 4.72619
97 C 2.05795 -3.78576 -1.69291
98 C 2.85155 -3.13029 -0.63494
99 C 3.38672 -4.05437 0.43468
100 O 4.03469 -2.55302 -1.28589
101 H 2.60043 -4.60888 -2.09143
102 H 1.90068 -3.06187 -2.50384
103 H 1.09517 -4.04824 -1.26711
104 H 2.26806 -2.37787 -0.13475
105 H 2.52658 -4.47013 0.94418
106 H 4.04103 -3.48954 1.13143
107 H 3.95762 -4.88964 -0.04637
108 H 4.54742 -3.25123 -1.67360
109 O -1.22905 1.03787 0.12552
110 C -1.12738 0.01737 -0.89996
111 C 0.27865 -0.63065 -0.65256
112 O 0.41781 -1.12387 0.63445
113 H -0.68355 1.86546 -0.05983
114 H -1.98958 -0.68360 -0.75770
115 H -1.38338 0.45333 -1.90229
116 H 1.05020 0.10107 -0.90471
117 H 0.44341 -1.48530 -1.40518
118 H -0.08619 -0.46298 1.20449
119 O 0.27399 1.60466 5.98258
120 C -1.03626 1.32842 5.51737
121 C -1.22297 1.36768 4.03807
122 O -0.62168 0.27653 3.32988
123 H 0.78776 0.79328 5.86831
124 H -1.45098 0.36635 5.86787
125 H -1.63086 2.08564 5.97898
126 H -0.76988 2.29935 3.67594
127 H -2.30145 1.43249 3.82523
128 H 0.24807 0.13857 3.68586

Summary:
F_max (eV Å⁻¹): 3.49
LUMO energy (eV): 0.53
DFT total energy (Ha): -2209.52615
Highest occupied orbital energy (eV): -9.56
Gap between HOMO and LUMO (eV): 10.09
SMILES: CC(C)O.CC(C)O.CC(C)O.CC(C)O.CC(C)O.CC(C)O.CC(C)O.CC(C)O.CC(C)O.OCCO.OCCO



The following is a DFT calculation (ωB97M-V/def2-TZVPD) of a molecular structure, C39H34BF4N3PSSm.

Element x y z (Å)
1 Sm 22.14926 13.67650 11.54524
2 C 25.95128 13.19046 12.25970
3 C 26.80434 12.88493 11.03914
4 C 28.00316 12.15124 11.18066
5 C 28.80240 11.87122 10.08563
6 C 28.39294 12.30836 8.85306
7 C 27.14536 12.87492 8.66784
8 C 26.32276 13.16106 9.75578
9 P 24.66124 13.83054 9.64480
10 C 24.19399 13.51347 7.87799
11 C 23.49274 12.37194 7.64819
12 C 23.07869 11.95410 6.37755
13 C 23.34758 12.73004 5.27570
14 C 24.11953 13.87105 5.49259
15 C 24.55796 14.26861 6.74192
16 C 25.40439 15.50388 6.86575
17 C 24.85297 15.61363 9.86218
18 C 26.06990 16.27959 9.92594
19 C 26.09091 17.68200 10.19421
20 C 24.85697 18.35100 10.39308
21 C 23.67028 17.64616 10.37347
22 C 23.63730 16.28928 10.11572
23 C 22.38477 15.50927 10.01139
24 H 25.61394 14.21844 12.22984
25 H 26.53357 13.14244 13.16229
26 H 25.07359 12.53287 12.30200
27 H 28.25564 11.83172 12.20529
28 H 29.73961 11.34539 10.25172
29 H 28.90562 12.02137 7.94946
30 H 26.85706 13.11106 7.66686
31 H 23.31365 11.75571 8.52044
32 H 22.64471 10.96402 6.27341
33 H 23.03086 12.46805 4.26555
34 H 24.40081 14.43541 4.61258
35 H 25.79181 15.85806 5.91174
36 H 26.33432 15.32137 7.38829
37 H 24.89996 16.30233 7.40284
38 H 26.97678 15.71693 9.79070
39 H 27.01615 18.17976 10.29166
40 H 24.82124 19.42604 10.60625
41 H 22.71821 18.15351 10.44191
42 H 22.33220 15.14576 9.05663
43 H 21.47486 16.17541 10.04567
44 F 21.33869 13.46208 14.02138
45 B 22.39310 14.40732 14.20589
46 F 22.19929 15.49020 13.38843
47 F 23.47971 13.68560 13.56741
48 F 22.59109 14.78171 15.51748
49 N 14.54631 13.86249 11.62450
50 C 13.27025 13.83956 11.10193
51 C 11.99870 13.61143 11.62858
52 C 10.87437 13.76265 10.77205
53 C 11.07365 14.23443 9.46600
54 C 12.33481 14.51960 8.96390
55 C 13.44496 14.30030 9.76340
56 N 14.80721 14.44575 9.46648
57 C 15.40984 14.16059 10.56094
58 C 16.90324 14.15119 10.78656
59 C 17.43542 14.25119 12.08696
60 C 18.82157 14.25018 12.27974
61 N 19.69913 14.13802 11.29606
62 C 19.18003 14.13111 10.02215
63 C 17.80578 14.15036 9.73568
64 H 14.82117 13.39759 12.47444
65 H 11.83440 13.39228 12.71385
66 H 9.84396 13.55874 11.13351
67 H 10.23860 14.36043 8.86462
68 H 12.44326 14.92232 7.95779
69 H 16.74263 14.41318 12.93675
70 H 19.30394 14.28109 13.24748
71 H 19.92957 14.13578 9.30860
72 H 17.38676 14.03972 8.74096
73 S 20.89983 11.32463 10.80429
74 C 22.47310 10.54544 10.79924
75 C 23.23512 10.52366 11.96551
76 C 24.54148 10.02588 12.00432
77 C 25.14711 9.54576 10.87181
78 C 24.36600 9.46528 9.71153
79 C 23.07449 9.88336 9.67790
80 H 22.74534 10.89478 12.86156
81 H 25.08824 10.08754 12.91564
82 H 26.16225 9.17640 10.92265
83 H 24.81099 9.09870 8.77680
84 H 22.45301 9.78295 8.79986

Summary:
F_max (eV Å⁻¹): 3.12
LUMO energy (spin up / spin down) (eV): -0.71 / -0.68
DFT total energy (Ha): -3492.96168
Highest occupied orbital energy (spin up / spin down) (eV): -7.83 / -7.83
Spin multiplicity: 6
Gap between HOMO and LUMO (spin up / spin down) (eV): 7.12 / 7.15
<S²>: 8.77



The following is a DFT calculation (ωB97M-V/def2-TZVPD) of 8 unconnected molecules or ions with the total composition C36H74I2N5O22P.

Element x y z (Å)
1 H 5.43482 6.37772 4.20475
2 N 4.56820 6.83295 3.91002
3 C 4.52133 6.98208 2.63035
4 N 3.35634 7.57061 2.01058
5 N 5.61669 6.52180 1.80523
6 C 5.24740 5.40366 0.90665
7 C 4.64792 4.13962 1.67188
8 C 4.40846 2.98057 0.59598
9 C 2.93477 2.35742 0.66734
10 C 2.29402 2.46980 -0.77708
11 O 2.93506 1.61211 -1.72568
12 C 3.68763 2.31797 -2.71541
13 C 0.67792 2.30872 -0.75008
14 C 0.17955 1.61610 0.58077
15 I -0.82211 2.96131 1.97341
16 C 0.37121 0.28953 0.89922
17 C -0.08782 -0.37685 2.23358
18 I 1.42121 -1.07260 -0.44284
19 N 0.19189 1.66751 -1.99149
20 N -1.03850 0.98727 -1.85103
21 C -2.23203 1.86967 -1.90944
22 C -3.47004 0.98483 -1.42249
23 P 0.34198 2.66766 -3.41755
24 C -0.26720 1.82296 -4.98222
25 C -0.35345 4.40359 -3.22242
26 H 3.43150 7.51867 0.98762
27 H 2.54265 6.99191 2.25762
28 H 6.44721 6.30923 2.35349
29 H 6.15502 5.05288 0.33580
30 H 4.52286 5.77085 0.13009
31 H 5.49872 3.77007 2.31674
32 H 3.73355 4.39364 2.26248
33 H 4.59190 3.45754 -0.40744
34 H 5.20201 2.18494 0.69084
35 H 2.95987 1.30756 1.05256
36 H 2.37800 3.01397 1.39114
37 H 2.50870 3.53058 -1.11053
38 H 4.72195 2.60836 -2.37335
39 H 3.84567 1.59184 -3.56630
40 H 3.15692 3.19927 -3.15819
41 H 0.29864 3.37567 -0.74555
42 H -0.83526 -1.20212 2.05824
43 H -0.40215 0.34830 3.01956
44 H 0.82470 -0.90520 2.64317
45 H -1.06686 0.28638 -2.60130
46 H -2.14947 2.78683 -1.27677
47 H -2.48987 2.15388 -2.97767
48 H -4.35756 1.28520 -2.03990
49 H -3.22283 -0.07037 -1.73015
50 H -3.64907 1.08971 -0.32643
51 H 0.38863 2.19041 -5.81997
52 H -1.33552 2.11961 -5.14311
53 H -0.09515 0.71988 -4.90907
54 H -0.95588 4.78442 -4.08529
55 H 0.51212 5.08935 -3.00607
56 H -0.99279 4.43566 -2.29344
57 C -1.66476 8.86936 -3.95875
58 O -1.47736 9.67200 -2.79402
59 C -0.60708 9.16461 -1.91281
60 O -0.00199 8.12986 -2.03028
61 O -0.52317 10.00609 -0.87705
62 C 0.37164 9.57470 0.14763
63 H -2.38669 9.37896 -4.59484
64 H -0.72870 8.76405 -4.50883
65 H -2.06547 7.89045 -3.69151
66 H 1.38791 9.48913 -0.23913
67 H 0.04067 8.62647 0.57368
68 H 0.36271 10.32853 0.93281
69 C -2.78679 -3.04782 0.14136
70 O -4.00531 -2.54892 -0.40509
71 C -5.07406 -3.31342 -0.16075
72 O -5.07511 -4.34669 0.45987
73 O -6.14064 -2.73230 -0.72264
74 C -7.36304 -3.44725 -0.53731
75 H -1.99796 -2.34232 -0.12027
76 H -2.84859 -3.11031 1.22906
77 H -2.53983 -4.02047 -0.28618
78 H -7.60658 -3.52640 0.52317
79 H -7.30344 -4.43669 -0.99251
80 H -8.15086 -2.88301 -1.03351
81 C -9.01198 -4.14149 6.09710
82 O -7.63967 -4.17911 5.70710
83 C -7.40504 -4.87645 4.58676
84 O -8.23211 -5.44403 3.92113
85 O -6.09026 -4.82911 4.34036
86 C -5.68984 -5.53815 3.16155
87 H -9.07671 -3.55273 7.01072
88 H -9.61774 -3.66004 5.32844
89 H -9.38130 -5.14675 6.30340
90 H -6.16091 -5.11229 2.27924
91 H -5.92754 -6.59916 3.25196
92 H -4.61193 -5.43281 3.06095
93 C -3.81007 -3.85434 5.47820
94 O -2.91028 -4.43591 6.42511
95 C -1.61976 -4.33083 6.08984
96 O -1.18706 -3.80605 5.09411
97 O -0.89111 -4.91019 7.05227
98 C 0.51767 -4.87199 6.82395
99 H -4.81702 -3.99469 5.85004
100 H -3.62294 -2.78307 5.38063
101 H -3.72221 -4.34826 4.51398
102 H 0.87271 -3.84165 6.77798
103 H 0.77420 -5.40793 5.90928
104 H 1.00231 -5.36805 7.66332
105 C -3.72681 -2.21880 -4.59750
106 O -2.35411 -2.24664 -4.98830
107 C -2.11730 -2.93079 -6.11477
108 O -2.94104 -3.49731 -6.78480
109 O -0.80252 -2.87334 -6.36539
110 C -0.40116 -3.56574 -7.54761
111 H -3.79340 -1.64345 -3.67487
112 H -4.33097 -1.72819 -5.36179
113 H -4.09913 -3.22534 -4.40274
114 H -0.87940 -3.13424 -8.42780
115 H -0.63120 -4.62885 -7.46799
116 H 0.67714 -3.44950 -7.64532
117 C 3.84753 -8.86880 9.75901
118 O 4.75169 -9.00463 8.66319
119 C 4.71125 -7.99163 7.78951
120 O 3.99951 -7.02258 7.86219
121 O 5.59995 -8.24343 6.82097
122 C 5.66544 -7.23754 5.81077
123 H 3.97035 -9.74384 10.39509
124 H 4.08117 -7.97777 10.34305
125 H 2.81609 -8.83687 9.40567
126 H 5.97124 -6.28176 6.23811
127 H 4.70616 -7.14083 5.30069
128 H 6.41497 -7.55012 5.08560
129 C 2.86940 0.30295 -6.87796
130 O 3.68238 -0.05542 -7.99471
131 C 4.88138 0.54029 -8.01321
132 O 5.29765 1.31764 -7.19345
133 O 5.53630 0.12018 -9.10283
134 C 6.84080 0.67882 -9.25255
135 H 1.92741 -0.23683 -6.96688
136 H 3.34762 0.01005 -5.94232
137 H 2.65718 1.37310 -6.88399
138 H 7.47734 0.40176 -8.41131
139 H 6.78618 1.76365 -9.35174
140 H 7.27054 0.26729 -10.16440

Summary:
F_max (eV Å⁻¹): 3.43
LUMO energy (eV): -0.15
DFT total energy (Ha): -4281.77966
Highest occupied orbital energy (eV): -7.15
Gap between HOMO and LUMO (eV): 6.99
SMILES: [H]/N=C(/N)NCCCC[C@@H](OC)[C@H](/C(I)=C(/C)I)N(NCC)P(C)C.COC(=O)OC.COC(=O)OC.COC(=O)OC.COC(=O)OC.COC(=O)OC.COC(=O)OC.COC(=O)OC



The following is a DFT calculation (ωB97M-V/def2-TZVPD) of 3 unconnected molecules or ions with the total composition C4H12NO3.

Element x y z (Å)
1 C -2.55977 0.35816 -1.25684
2 C -1.58431 0.47873 -0.09561
3 C -0.96862 -0.78101 0.24476
4 C 0.48811 -0.99082 0.20535
5 O 3.82034 -1.05263 0.00184
6 O 0.90288 -2.11152 0.05363
7 N -2.12060 0.89837 1.17503
8 H -2.07147 -0.06622 -2.13081
9 H -3.34246 -0.32378 -0.92711
10 H -3.03726 1.31378 -1.46765
11 H -0.74709 1.13099 -0.31835
12 H -1.59502 -1.65381 0.02904
13 H 1.19201 -0.14062 0.22360
14 H 2.99055 -1.52982 -0.11094
15 H 4.51210 -1.69446 0.18293
16 H -2.54253 0.21341 1.77649
17 H -2.03498 1.85292 1.47841
18 H 3.23252 2.07967 0.30588
19 H 2.95680 0.57862 0.31169
20 O 2.50880 1.44004 0.31866

Summary:
Total charge: +1
F_max (eV Å⁻¹): 1.76
LUMO energy (eV): -8.24
DFT total energy (Ha): -439.69282
Highest occupied orbital energy (eV): -14.54
Gap between HOMO and LUMO (eV): 6.30



The following is a DFT calculation (ωB97M-V/def2-TZVPD) of a molecular structure, C4H5I.

Element x y z (Å)
1 C -0.82145 0.03801 -1.14752
2 C -1.72839 0.11960 -0.23367
3 C -0.36532 0.59005 0.06306
4 C 1.12228 -0.49034 0.93218
5 I 2.63335 -0.32703 -0.50815
6 H -0.30348 0.06237 -2.04766
7 H -2.78221 0.19710 -0.10671
8 H -0.01043 1.60075 0.25555
9 H 0.88894 -1.56024 0.82216
10 H 1.36672 -0.23026 1.97076

Summary:
F_max (eV Å⁻¹): 4.72
LUMO energy (eV): 0.69
DFT total energy (Ha): -452.93009
Highest occupied orbital energy (eV): -8.39
Gap between HOMO and LUMO (eV): 9.08



The following is a DFT calculation (ωB97M-V/def2-TZVPD) of C2H5NS2 in the gas phase.

Element x y z (Å)
1 C 0.86262 -0.41071 0.14018
2 C 1.53855 0.05817 -1.17160
3 N -0.95666 -2.50681 -0.81581
4 S 1.96336 -1.60628 0.95010
5 S -0.95732 -0.99081 -0.57885
6 H 0.47217 0.33610 0.90462
7 H 2.26925 0.89561 -1.04577
8 H 0.78474 0.41112 -1.84381
9 H 1.78520 -0.84382 -1.59637
10 H -1.77543 -3.07245 -0.58826

Summary:
F_max (eV Å⁻¹): 3.38
LUMO energy (spin up / spin down) (eV): -0.84 / -2.33
DFT total energy (Ha): -930.18898
Highest occupied orbital energy (spin up / spin down) (eV): -9.04 / -8.49
Gap between HOMO and LUMO (spin up / spin down) (eV): 8.20 / 6.16



Q: Which of these has the highest DFT total energy?
A: C4H12NO3